No. 1
Molecular formula: C27H47BClF5IN4O10P2S
Method: DFT, wB97M-V/def2-TZVPD

Last column: Löwdin charge in e.
Atoms and positions in Å:
I  -1.3251  0.8777  5.3723  0.641
Cl  -1.0799  3.5386  2.1113  0.868
S  -4.1410  -0.4191  0.6746  0.867
P  -1.4137  -0.9798  3.7050  0.705
P  -1.1492  -2.2265  1.1420  0.455
F  -4.0279  -2.4103  3.7207  0.123
F  -6.1279  -1.8101  0.9869  0.114
F  -4.4092  -3.0759  0.7942  0.127
F  -5.9706  -1.4569  3.4701  0.169
F  -5.7028  -3.5664  2.9672  0.187
O  -3.7157  0.1011  3.4135  -0.069
O  -4.2281  -0.8029  -0.6991  -0.253
O  2.8143  -5.0772  -3.8753  -0.173
O  4.3396  3.6986  0.9079  -0.019
O  -5.0410  0.6359  1.1014  -0.259
O  0.1247  -2.9374  1.2600  -0.213
O  2.7145  5.1539  1.4838  0.083
O  -2.2805  -2.9875  1.9705  -0.158
O  -1.7921  -2.1716  -0.3096  -0.128
O  0.1062  -1.5849  3.8367  -0.383
N  3.4235  -2.0454  -0.1827  0.100
N  -0.3245  1.6088  0.3079  0.021
N  -3.7567  2.4716  2.7475  0.123
N  -1.9342  0.3838  -1.0254  0.073
C  3.5120  -1.3642  0.9472  -0.110
C  1.8186  1.9930  -1.3160  -0.112
C  -1.9208  1.2967  0.0695  -0.303
C  -2.4423  2.9751  -2.9466  -0.086
C  2.8443  -5.8528  -2.6893  -0.287
C  -4.8724  -2.0200  1.4423  -0.427
C  3.8671  4.8046  1.5125  -0.303
C  -0.4150  5.5436  0.1806  -0.123
C  0.6864  1.0606  2.5921  -0.159
C  0.0139  3.0374  0.8258  -0.524
C  3.7549  3.3773  -0.3658  -0.151
C  -5.1136  -2.3595  2.9596  -0.539
C  0.3590  1.5565  -1.0503  -0.121
C  -2.4894  0.4024  1.2780  -0.154
C  0.1387  0.4317  1.3218  -0.217
C  2.9243  2.0937  -0.2527  -0.138
C  2.5005  -0.5641  1.4549  -0.027
C  -2.9286  2.3836  -0.3829  -0.113
C  1.2991  -0.4390  0.7733  -0.173
C  2.2720  -1.9595  -0.8297  -0.105
C  4.0732  -5.6256  -1.8265  -0.075
C  1.2109  -1.1900  -0.3954  -0.075
C  3.9887  -6.7139  -5.2994  -0.078
C  -2.7678  3.4091  -1.5150  -0.211
C  3.8830  -5.2899  -4.7837  -0.282
C  0.1280  4.1706  -0.2116  -0.255
C  -1.1875  -0.4285  1.7802  -0.294
B  -3.3257  1.0986  2.5460  -0.827
H  -2.1936  4.2852  -1.2405  0.072
H  4.9954  -5.9264  -2.3244  0.069
H  2.5903  2.0360  0.7754  0.080
H  1.1895  4.3357  -0.3757  0.074
H  0.9981  0.2905  3.2804  0.055
H  4.5860  3.2429  -1.0577  0.138
H  -3.7900  1.7894  -0.6850  0.113
H  -3.7194  2.7342  3.7268  0.074
H  1.9517  -5.5514  -2.1384  0.111
H  4.8334  -4.9725  -4.3399  0.108
H  0.2577  0.5650  -1.4396  0.081
H  3.9908  -6.2034  -0.9056  0.079
H  -1.9119  -3.0740  -0.6467  0.135
H  -3.2894  2.9383  0.4806  0.090
H  1.5852  1.6497  2.4120  0.085
H  -1.3763  2.9243  -3.1769  0.064
H  3.6150  1.2596  -0.3749  0.117
H  -2.9271  2.0394  -3.2323  0.079
H  -4.7003  2.6396  2.4220  0.092
H  4.2053  -7.4252  -4.5017  0.067
H  2.7256  -6.9175  -2.9192  0.108
H  0.0731  5.9507  1.0614  0.070
H  3.1545  4.2068  -0.7343  0.111
H  2.1809  1.3308  -2.1053  0.129
H  -1.3858  -0.4496  -1.0300  0.054
H  4.6573  5.3333  2.0591  0.154
H  0.2287  -1.9032  4.7431  0.069
H  -0.2970  2.0934  -1.7245  0.090
H  4.1567  -4.5675  -1.5712  0.063
H  -0.0084  1.7122  3.0770  -0.050
H  -1.4991  5.5943  0.2422  0.060
H  -0.1351  6.2077  -0.6438  0.094
H  3.0567  -7.0183  -5.7771  0.082
H  2.1745  -2.5394  -1.7406  0.119
H  0.3050  -1.2309  -0.9792  0.090
H  2.7171  -0.0576  2.3816  0.116
H  4.4451  -1.4531  1.4908  0.118
H  0.9756  3.0052  1.3117  0.069
H  3.6822  -4.6130  -5.6140  0.117
H  1.7808  2.9559  -1.8317  0.106
H  -1.8521  -3.6158  2.5713  0.116
H  -2.2521  0.7069  -1.9175  0.095
H  -3.7766  3.8332  -1.5765  0.124
H  -4.6168  0.2419  3.7294  0.128
H  -2.8424  3.7245  -3.6315  0.085
H  4.7937  -6.7834  -6.0310  0.079
H  -0.2470  3.9298  -1.1984  0.085

As for the highest occupied orbital energy: -11.2 eV. Its charge is +1. As for the total energy: -119489.8122 eV. The gap between HOMO and LUMO comes out at 8.3 eV. Its max |F| is 3.18 eV/A.

No. 2
Molecular formula: C27H47BF3N4O7
Method: DFT, wB97M-V/def2-TZVPD

Last column: Löwdin charge in e.
Atoms and positions in Å:
F  3.2504  3.7194  -5.1182  0.033
F  3.0071  5.2573  -2.6998  -0.019
F  0.8015  3.4828  -5.0702  0.051
O  -3.7627  0.9259  -3.6511  -0.177
O  4.3667  -3.9405  0.0384  0.072
O  -4.9369  2.3621  -1.6970  -0.181
O  6.0345  -2.4558  -1.0615  0.086
O  -0.8993  -0.4468  -2.8596  -0.220
O  5.8412  2.5567  1.4651  0.159
O  0.0722  -3.2175  5.1374  0.030
N  1.4378  0.5223  -0.6163  -0.023
N  3.2029  2.1655  -0.6315  -0.065
N  3.9648  -0.1312  -1.0339  0.008
N  4.5182  2.6027  -0.7232  0.153
C  3.5395  -1.4706  -0.5127  -0.158
C  -0.3813  -1.0760  -1.6300  -0.125
C  3.8322  0.8333  -3.4341  0.026
C  1.2623  3.4741  -1.7891  -0.080
C  -0.3423  1.0248  1.2573  -0.170
C  -1.0053  0.0763  2.4250  -0.190
C  1.0195  0.2819  0.8054  -0.171
C  2.1497  3.2472  -0.4185  -0.055
C  2.8782  0.8490  -0.7492  -0.128
C  4.3256  -0.1562  -2.4805  -0.100
C  -2.9596  2.0992  -3.2893  -0.176
C  0.1945  -1.6035  6.8825  -0.022
C  5.0718  2.7610  0.4872  -0.035
C  -3.9962  3.1199  -2.5403  -0.154
C  -1.7350  -1.2361  1.8401  -0.236
C  2.1338  -1.9349  -1.2109  -0.058
C  -2.1932  -1.0610  -3.2038  -0.154
C  1.1674  -0.6422  -1.5185  -0.211
C  -2.4310  -2.1473  2.9945  -0.236
C  -4.1857  1.7138  -0.6051  -0.260
C  2.0167  3.7698  -4.3754  -0.110
C  -2.9132  -0.0809  -4.2609  -0.158
C  -5.1144  1.3605  0.6680  -0.078
C  -3.3955  -3.2851  2.2998  -0.129
C  -0.6826  -3.9929  7.2570  -0.020
C  2.1008  4.1459  -2.9807  -0.094
C  -0.1206  -2.9621  6.3153  -0.496
B  4.6893  -2.6231  -0.5285  -0.423
H  0.5921  -0.9637  6.0905  0.075
H  -0.0848  2.0191  1.8036  0.111
H  -2.6003  -0.9456  1.1100  0.098
H  -2.8002  -1.2808  -2.2525  0.132
H  0.7893  2.4804  -2.1690  0.121
H  2.7669  1.2546  -3.4305  0.052
H  -4.5434  3.8118  -3.2836  0.137
H  4.1581  -4.5742  -0.7021  0.123
H  0.9464  -1.6946  7.6694  0.089
H  0.8819  -0.8470  1.0473  0.127
H  -2.9624  -4.3535  2.4308  0.077
H  -1.6552  -2.7586  3.6203  0.092
H  6.1668  -3.2530  -1.6486  0.128
H  -4.6337  0.4622  1.2349  0.068
H  1.3960  2.9528  0.4039  0.115
H  -0.8612  -4.9228  6.7112  0.086
H  -3.3998  -3.0911  1.1487  0.066
H  -1.6310  -3.6416  7.6695  0.089
H  -6.1921  1.0535  0.3879  0.092
H  -2.0643  0.4922  -4.8218  0.137
H  2.2984  -2.5616  -2.1681  0.143
H  1.8615  0.6447  1.5225  0.147
H  -3.8224  0.6937  -1.0471  0.110
H  2.6285  4.2797  -0.1956  0.152
H  1.5757  -2.5869  -0.4228  0.133
H  -3.2431  2.3179  -0.3003  0.112
H  5.0627  -0.9308  -2.9394  0.142
H  4.6270  1.1995  -4.1990  0.094
H  -3.3450  3.8070  -1.8561  0.122
H  1.4810  -0.2991  -2.5897  0.146
H  -1.7492  0.6744  3.0930  0.128
H  -1.0204  -1.9564  1.2678  0.111
H  -2.4531  2.5950  -4.2001  0.134
H  -2.1229  1.8112  -2.5523  0.105
H  -1.9266  -2.0637  -3.7401  0.142
H  -1.0550  -0.6954  -0.7812  0.106
H  -4.4809  -3.2388  2.6823  0.074
H  -0.4062  -2.2371  -1.6992  0.148
H  -0.7150  -1.1461  7.2784  0.089
H  -3.5005  -0.7435  -5.0046  0.142
H  -3.1290  -1.5302  3.6729  0.107
H  0.0304  -4.1903  8.0605  0.090
H  3.2672  -1.3002  0.6116  0.163
H  -5.1827  2.3036  1.3340  0.083
H  -1.0836  1.1682  0.3855  0.102
H  0.4050  4.1757  -1.4806  0.131
H  -0.0947  -0.2785  3.0649  0.120

As for the highest occupied orbital energy: -11.6 eV. Its charge is +1. As for the total energy: -57863.9742 eV. The gap between HOMO and LUMO comes out at 7.7 eV. Its max |F| is 9.06 eV/A.

No. 3
Molecular formula: C27H47Br2N5O7P2S2
Method: DFT, wB97M-V/def2-TZVPD

Last column: Löwdin charge in e.
Atoms and positions in Å:
Br  -1.8220  -2.8832  3.4713  0.580
Br  -3.0632  -0.2409  -0.4855  0.670
S  -1.4443  4.8327  8.4534  0.571
S  5.3037  3.0564  6.2745  0.066
P  4.2371  4.0129  4.9269  0.355
P  -4.3356  2.0420  4.3330  0.741
O  -3.7678  -3.8305  -5.1909  -0.191
O  -4.2358  3.5608  4.8563  -0.416
O  -3.2549  1.1264  5.4053  -0.249
O  -5.9917  1.5250  4.5397  -0.213
O  5.2988  2.1601  1.1620  0.004
O  5.3326  -0.7914  1.9346  -0.004
O  -0.0953  -2.5848  -8.0665  -0.202
N  4.9787  1.2144  3.4648  -0.041
N  -1.1846  2.6256  3.2355  0.102
N  -0.1166  -0.2843  1.9903  0.117
N  -2.7043  -3.0398  -2.6321  0.026
N  -0.4399  -0.7395  -10.2527  0.034
C  -0.7582  -0.3139  -8.8824  -0.429
C  -1.0512  -1.5253  -7.9661  -0.209
C  2.9312  2.8584  4.0844  -0.212
C  -1.5386  0.2017  2.0220  -0.162
C  1.0887  -2.3810  -7.3106  -0.106
C  -1.4487  -5.0190  -3.3081  -0.067
C  0.2506  2.1865  3.2837  -0.082
C  2.3695  0.4409  2.7298  0.089
C  5.7259  2.0701  2.4255  -0.286
C  1.3232  3.2256  4.0225  -0.053
C  -1.1527  -2.9609  0.4669  -0.182
C  -0.1388  5.3729  7.1676  -0.532
C  -2.6800  -0.8428  1.3858  -0.658
C  -3.8862  -4.7044  -4.0646  -0.194
C  -2.7846  -4.2217  -6.1369  -0.101
C  0.3658  0.5826  -8.3677  -0.075
C  7.1000  2.8890  2.8296  -0.046
C  0.7312  0.7692  2.6464  -0.100
C  -0.3930  4.4417  5.8216  -0.283
C  -2.8295  -4.4670  -2.9601  -0.423
C  -2.2716  -2.4231  1.5366  -0.710
C  -3.7129  2.0340  2.5260  -0.178
C  5.3804  -0.2056  3.1337  -0.285
C  -2.0986  1.6170  2.5977  -0.150
C  0.7329  4.6376  4.6461  -0.191
C  5.9984  -1.1111  4.3915  -0.021
C  3.4848  1.4384  3.3985  -0.113
H  -4.8725  -4.4975  -3.6352  0.120
H  -3.6107  -2.6985  -2.3071  0.050
H  -1.5233  -6.0275  -3.7284  0.081
H  -2.3262  1.5463  5.3841  0.070
H  -3.6935  -0.7045  2.0004  0.102
H  -3.0697  -3.8162  -7.1114  0.083
H  -1.4236  3.4057  8.5350  -0.118
H  7.1818  -0.9810  4.2990  0.102
H  5.7870  -2.2587  4.2793  0.095
H  -1.6680  0.2981  -8.9158  0.135
H  -1.8192  -3.7863  -5.8717  0.068
H  0.2552  0.7747  -7.2952  0.078
H  8.0388  2.6073  2.1823  0.102
H  1.5543  5.3643  5.0549  0.079
H  -0.5898  3.2951  6.0841  0.102
H  -4.3298  1.3698  1.7863  0.075
H  -0.3736  6.5154  6.9370  0.101
H  -0.0618  -2.7636  0.8916  0.078
H  -2.0059  -1.9608  -8.2807  0.110
H  1.3579  0.1549  -8.5373  0.065
H  -6.1289  1.4389  5.5341  0.096
H  0.8959  -1.8486  -6.3744  0.091
H  -2.7038  -5.3093  -6.2245  0.094
H  -3.7327  3.1405  2.1206  0.127
H  -2.5596  -2.5372  -3.5133  0.079
H  -0.9109  -4.3902  -4.0231  0.065
H  1.5123  -3.3601  -7.0712  0.088
H  -1.2774  -2.5693  -0.6286  0.042
H  0.3462  1.5499  -8.8820  0.077
H  1.8257  -1.8442  -7.9113  0.074
H  -1.2368  -1.2576  -10.6273  0.073
H  6.8898  4.0445  2.6192  0.092
H  -3.2672  -3.0442  1.3172  0.108
H  -0.8258  -5.0793  -2.4086  0.071
H  -3.9039  -5.7524  -4.3874  0.119
H  0.2982  -1.4472  -10.1872  0.072
H  -1.1816  -1.2186  -6.9212  0.117
H  5.0791  4.5287  3.8595  -0.027
H  -3.1706  -4.9968  -2.0622  0.134
H  7.2915  2.7632  3.9823  0.060
H  2.7510  -0.5885  2.2706  0.109
H  3.6556  5.1476  5.6006  -0.029
H  -1.4262  4.8293  5.3664  0.118
H  -1.2873  -4.1444  0.4058  0.090
H  0.2084  5.2135  3.7440  0.130
H  0.9052  5.2094  7.6709  0.075
H  5.7134  -0.6661  5.4410  0.088

As for the highest occupied orbital energy: -8.7 eV. Its charge is 0. As for the total energy: -230860.1851 eV. The gap between HOMO and LUMO comes out at 6.8 eV. The SMILES is CC(=O)N(C(C)=O)c1cc2nc([C@@H](Br)[C@@H](C)Br)c(CP(=O)(O)O)nc2c(CCCS)c1[PH2]=S.COC[C@@H](C)N.COC[C@@H](C)N. Its max |F| is 8.40 eV/A.

No. 4
Molecular formula: C27H47ClN2O2Si2Tl
Method: DFT, wB97M-V/def2-TZVPD

Last column: Löwdin charge in e.
Atoms and positions in Å:
Tl  -0.3169  -0.1047  -0.0954  0.653
Cl  1.8345  -0.1402  1.5698  -0.116
Si  -2.4074  -1.3490  3.0948  0.426
Si  -1.4905  1.7868  3.4109  0.425
O  0.6153  4.1879  -2.0900  -0.002
O  0.7931  -4.3189  -2.0544  -0.002
N  0.8411  2.4125  -0.7295  0.134
N  0.6758  -2.7105  -0.4986  0.125
C  0.3276  -1.2359  -4.3310  -0.230
C  -2.7822  2.1594  4.7267  -0.192
C  0.1726  2.9957  -1.6796  -0.375
C  -0.5147  -0.0782  -2.4128  -0.230
C  0.5526  0.0057  -4.9258  -0.027
C  2.0915  3.1800  -0.5386  -0.563
C  1.7739  -3.5870  -0.0344  -0.564
C  -1.0713  -0.0548  3.3717  -0.382
C  -0.9869  2.3814  -2.3871  -0.069
C  3.2369  2.4447  -1.2140  -0.028
C  -0.3298  -1.2724  -3.0762  -0.232
C  0.2584  2.4944  -5.0649  -0.057
C  -0.8253  -2.5618  -2.4744  -0.065
C  -0.4719  1.1404  -3.0517  -0.238
C  -2.1378  2.3909  1.7428  -0.210
C  0.7107  -2.4930  -5.0403  -0.058
C  1.6907  -4.7678  -1.0014  -0.077
C  -2.7476  -2.2016  4.7346  -0.191
C  1.5505  -4.0201  1.4016  -0.045
C  0.1018  2.7101  3.7688  -0.182
C  0.2296  -3.1858  -1.6200  -0.356
C  3.1073  -2.8832  -0.1603  -0.058
C  -1.8199  -2.6401  1.8576  -0.212
C  -3.9738  -0.6052  2.3767  -0.192
C  1.7796  4.4988  -1.2558  -0.065
C  2.3873  3.3651  0.9336  -0.055
C  0.1276  1.1945  -4.3386  -0.229
H  1.1901  -3.2152  -4.3704  0.070
H  -2.8036  1.6678  1.2513  0.003
H  -3.9335  -0.6229  1.2796  0.028
H  -1.7465  2.1375  -1.6325  0.115
H  2.3328  -4.7411  1.6662  0.084
H  2.5621  4.8691  -1.9309  0.126
H  -4.8225  -1.2274  2.6883  0.023
H  0.9574  2.1337  3.3869  0.008
H  -0.8041  -2.4581  1.4803  -0.034
H  -2.2157  -3.1633  4.7707  0.022
H  -2.3202  2.1477  5.7235  0.023
H  -3.6095  1.4382  4.7273  0.016
H  3.0413  2.3218  -2.2905  0.091
H  0.1011  3.7005  3.2912  0.020
H  -1.3049  2.6172  1.0555  -0.002
H  1.4016  -2.2687  -5.8599  0.071
H  1.0336  0.0413  -5.9069  0.104
H  -1.8274  -3.6283  2.3378  0.020
H  2.6382  -5.0418  -1.4783  0.126
H  3.3572  1.4593  -0.7475  0.077
H  3.8947  -3.5568  0.1973  0.084
H  -1.6913  -2.3669  -1.8203  0.121
H  2.4725  2.3885  1.4288  0.012
H  0.2322  2.8554  4.8515  0.023
H  -1.3892  3.1146  -3.0905  0.119
H  3.3297  3.9165  1.0389  0.085
H  -1.1129  -3.2911  -3.2408  0.121
H  -0.7328  2.9002  -5.3128  0.083
H  -0.5559  -0.2898  4.3263  0.043
H  -2.4950  -2.6835  0.9903  0.026
H  0.7852  3.2544  -4.4719  0.072
H  -2.3985  -1.5894  5.5775  0.021
H  4.1577  3.0253  -1.0912  0.082
H  -3.8189  -2.4003  4.8715  0.018
H  3.0951  -1.9634  0.4366  -0.008
H  1.5850  3.9429  1.4090  0.072
H  -0.1736  -2.9781  -5.4768  0.083
H  1.4607  5.2901  -0.5613  0.125
H  -3.2091  3.1621  4.5737  0.024
H  0.8077  2.3509  -6.0016  0.070
H  1.6124  -3.1615  2.0791  0.072
H  -0.2821  -0.1788  2.5814  -0.125
H  1.2228  -5.6503  -0.5451  0.124
H  -4.1729  0.4210  2.7010  0.007
H  -2.7062  3.3220  1.8946  0.026
H  3.2992  -2.6340  -1.2101  0.091
H  0.5736  -4.5055  1.5088  0.077

As for the highest occupied orbital energy: -2.5 eV. Its charge is -1. As for the total energy: -68812.1461 eV. The gap between HOMO and LUMO comes out at 5.1 eV. Its max |F| is 2.59 eV/A.